# 1
Molecular formula: C3H4FNO
Method: DFT, ωB97M-V with the def2-TZVPD basis set

```
10
Properties=species:S:1:pos:R:3:forces:R:3:mulliken_charge:R:1
N -2.738836 -1.498058 1.047551 1.27 2.17 -0.10 -0.35
C -2.003639 -0.576904 0.829753 -1.87 -1.51 0.69 0.53
O -1.422636 0.428093 0.738243 0.39 0.26 -0.25 -0.45
H -3.145395 -2.383292 1.017848 -0.08 -0.94 -0.28 0.26
C 1.618412 1.103898 -1.167497 4.15 -5.17 -0.57 -0.68
C 1.474519 0.446015 -0.039788 -2.22 -0.95 0.98 0.13
F 1.892511 -0.870588 0.136567 0.10 1.58 -0.28 -0.25
H 2.356127 0.649926 -1.927438 -1.39 0.71 1.08 0.19
H 1.260691 1.996186 -1.378641 -1.80 4.04 -0.54 0.34
H 0.708249 0.704723 0.743403 1.44 -0.18 -0.73 0.29
```
Forces are in eV/Å.

- Max |F|: 6.7 eV/Å
- Energy above the lowest of the compared OMol25 structures with the same formula, charge and spin: 31.4 kcal/mol
- Orbital gap: 10.727 eV
- E: -346.51877 Ha
- SMILES: N=C=O.C=CF

# 2
Molecular formula: C3H4FNO
Method: DFT, ωB97M-V with the def2-TZVPD basis set

```
10
Properties=species:S:1:pos:R:3:forces:R:3:mulliken_charge:R:1
C 0.930762 0.883751 -0.417512 0.68 0.85 -0.78 -0.41
C 1.075733 -0.278504 0.226602 2.64 3.25 2.95 -0.22
C 0.364665 -1.417946 0.002305 -1.15 -1.45 -0.76 0.45
N -0.284910 -2.333571 -0.223126 -0.48 -0.71 -0.03 -0.44
H 1.592386 1.778085 -0.155374 -1.24 -1.42 -0.24 0.25
H 0.218704 1.001581 -1.268588 0.95 -0.15 0.81 0.21
H 1.697572 -0.254540 1.211488 -0.86 -0.30 -2.03 0.21
O -1.961892 0.282131 0.778406 -0.12 0.15 -0.30 -0.24
F -1.830886 0.888996 -0.490138 -0.39 1.46 -0.58 -0.16
H -1.802136 -0.549982 0.335940 -0.03 -1.68 0.96 0.36
```
Forces are in eV/Å.

- Max |F|: 5.1 eV/Å
- Energy above the lowest of the compared OMol25 structures with the same formula, charge and spin: 115.3 kcal/mol
- Orbital gap: 10.806 eV
- E: -346.38505 Ha
- SMILES: C=CC#N.OF

# 3
Molecular formula: C3H4FNO2
Method: DFT, ωB97M-V with the def2-TZVPD basis set

```
11
Properties=species:S:1:pos:R:3:forces:R:3:mulliken_charge:R:1
C -0.654073 0.578044 -0.812345 -0.89 -2.36 -0.19 -1.05
C 0.614058 -0.256026 -0.552514 -1.34 1.50 0.17 0.24
F 0.492149 -1.547452 -0.969806 -0.26 -0.47 0.06 -0.28
C 0.775411 -0.146147 1.065929 4.03 1.32 -3.79 0.57
O 1.862440 0.261944 1.435590 -1.77 -0.26 0.88 -0.47
N -0.207903 -0.770648 1.767847 -1.26 -1.62 1.59 0.05
O -1.364108 -0.454925 1.782899 0.34 0.34 0.20 -0.27
H -0.421933 1.603220 -0.557932 -0.48 0.20 0.38 0.32
H -1.101499 0.517852 -1.818417 0.88 0.09 0.01 0.34
H -1.437306 0.010929 -0.224752 0.48 1.58 -0.33 0.27
H 1.442764 0.203208 -1.116499 0.26 -0.31 1.02 0.28
```
Forces are in eV/Å.

- Max |F|: 5.7 eV/Å
- Energy above the lowest of the compared OMol25 structures with the same formula, charge and spin: 94.8 kcal/mol
- Orbital gap (spin up / spin down): 8.161 / 8.028 eV
- E: -421.67204 Ha
- SMILES: C[C@H](F)C(=O)N=O